{
  "formula": "C2H12O4",
  "method": "the ωB97M-V functional and the def2-TZVPD basis",
  "orbital_gap_ev": 9.8,
  "smiles": "C=C.O.O.O.O",
  "lumo_ev": 0.459,
  "mol_weight_g_mol": 100.11,
  "e_tot_ev": -10457.7313,
  "symbols": ["O", "O", "O", "O", "C", "C", "H", "H", "H", "H", "H", "H", "H", "H", "H", "H", "H", "H"],
  "coordinates": [[0.925, 1.473, -0.864], [0.240, -2.206, 0.027], [2.277, -0.257, 0.964], [-0.499, -0.396, -1.923], [-2.278, 0.737, 0.623], [-1.552, 1.029, 1.702], [-1.790, 0.681, 2.694], [1.629, 2.001, -1.256], [-1.752, 0.566, -0.307], [-0.025, -1.531, -0.627], [0.458, -3.052, -0.362], [-0.137, 0.497, -1.783], [-3.325, 0.475, 0.646], [-0.134, -0.711, -2.756], [1.386, 0.666, -0.579], [1.947, -0.076, 1.852], [-0.568, 1.447, 1.518], [1.601, -0.860, 0.612]],
  "forces_ev_per_angstrom": [[0.2827, 0.1338, -0.2803], [0.2412, 0.5368, 0.9034], [-0.2504, -0.0578, -0.1282], [-0.2741, -0.4747, -0.3211], [0.3537, -0.4328, 0.3567], [0.2893, -0.4877, -0.7712], [-0.5552, 0.8573, 0.3754], [-0.0841, 0.1642, 0.0411], [-0.4024, 1.0027, -0.3303], [-0.2149, -0.6265, -0.4721], [-0.0554, 0.1555, -0.4493], [0.1617, 0.1437, -0.0025], [-0.0247, -0.4784, 0.2154], [-0.0606, 0.0541, -0.0421], [0.1321, 0.3863, 0.4925], [0.1009, 0.1313, -0.0518], [0.2522, -0.4148, 0.2455], [0.1078, -0.5931, 0.2189]]
}

---

{
  "formula": "C16H44CoO22P4S2",
  "method": "the ωB97M-V functional and the def2-TZVPD basis",
  "orbital_gap_ev": [7.4, 7.4],
  "spin_multiplicity": 4,
  "lumo_ev": [0.280, 0.280],
  "mol_weight_g_mol": 835.47,
  "e_tot_ev": -158813.9961,
  "symbols": ["Co", "S", "S", "P", "P", "P", "P", "O", "O", "O", "O", "O", "O", "O", "O", "O", "O", "O", "O", "O", "O", "O", "O", "O", "O", "O", "O", "O", "O", "C", "C", "C", "C", "C", "C", "C", "C", "C", "C", "C", "C", "C", "C", "C", "C", "H", "H", "H", "H", "H", "H", "H", "H", "H", "H", "H", "H", "H", "H", "H", "H", "H", "H", "H", "H", "H", "H", "H", "H", "H", "H", "H", "H", "H", "H", "H", "H", "H", "H", "H", "H", "H", "H", "H", "H", "H", "H", "H", "H"],
  "coordinates": [[0.672, 0.434, 0.664], [1.249, -3.087, 1.425], [1.897, 1.049, 2.922], [-2.517, 0.834, 1.919], [-0.522, 3.306, -1.129], [-1.131, -1.487, -1.867], [3.326, 0.458, -1.571], [-0.437, -2.659, -2.680], [-2.093, -2.303, -0.875], [-2.368, 0.666, 3.498], [2.266, 0.297, -0.587], [-2.844, 2.373, 1.723], [-2.103, 3.218, -1.146], [0.569, -1.876, 1.014], [-0.212, 4.731, -0.427], [4.567, -0.511, -1.375], [3.156, 1.763, 3.089], [2.121, -0.170, 2.097], [-3.936, 0.134, 1.615], [0.921, 1.788, 2.072], [2.494, -3.521, 0.802], [-1.380, 0.367, 1.119], [0.164, 2.151, -0.552], [-2.097, -0.860, -2.980], [-0.277, -0.476, -1.245], [1.340, 0.755, 4.241], [4.008, 1.890, -1.609], [-0.221, 3.577, -2.677], [2.838, 0.205, -3.093], [1.046, 3.175, -3.216], [-4.009, -1.271, 1.760], [0.727, 4.732, 0.668], [4.265, 2.537, -0.355], [-2.759, -3.495, -1.248], [3.744, 0.307, -4.189], [0.297, -3.928, 3.866], [-2.915, 4.320, -1.594], [-1.443, -0.299, 4.025], [-0.650, -4.358, 2.716], [4.386, -1.926, -1.482], [0.081, -4.465, 1.386], [1.385, -3.030, 3.287], [-2.799, 0.340, -2.612], [-3.911, 2.960, 2.475], [0.159, -2.445, -3.946], [3.976, -0.696, -4.545], [-3.177, 4.881, -0.703], [1.728, 5.082, 0.390], [1.293, 3.843, -4.041], [3.909, 3.566, -0.372], [-3.507, 3.870, 2.920], [0.345, 5.469, 1.370], [-3.843, -3.367, -1.245], [-3.081, -1.743, 2.090], [-1.887, -1.204, 4.443], [0.896, 3.741, 1.093], [-0.275, -3.330, 4.570], [1.237, -2.327, -3.849], [-4.700, 3.298, 1.799], [-4.753, -1.604, 2.490], [0.702, -5.361, 1.400], [3.817, -2.307, -0.633], [-4.333, 2.309, 3.236], [1.027, 2.160, -3.611], [-2.536, -3.771, -2.282], [-2.373, 1.151, -3.203], [-2.470, -4.317, -0.597], [-0.007, -3.273, -4.635], [1.805, 3.281, -2.441], [-0.855, 0.230, 4.773], [-2.685, 0.655, -1.575], [3.819, 2.038, 0.512], [5.361, -2.394, -1.575], [-0.238, -1.564, -4.452], [-0.498, -4.318, 0.479], [-1.414, -3.587, 2.577], [-3.851, 0.186, -2.840], [3.337, 0.896, -5.011], [-1.122, -5.289, 3.028], [-0.676, -0.600, 3.309], [-4.313, -1.706, 0.808], [5.333, 2.567, -0.134], [0.735, -4.825, 4.296], [4.642, 0.840, -3.872], [-3.737, 3.931, -2.189], [1.438, -1.974, 3.558], [2.400, -3.407, 3.421], [-2.351, 4.946, -2.290], [3.832, -2.177, -2.393]],
  "forces_ev_per_angstrom": [[-0.0698, -0.8211, -0.5173], [0.5034, 0.0257, 1.5009], [2.2849, 0.3735, 2.4197], [-0.3520, 0.6263, 1.0420], [-0.3324, 1.3243, -0.1133], [-0.5591, -0.1291, -0.2745], [0.6917, 0.0021, -0.7944], [-0.3610, -0.0759, 0.2721], [0.8545, 0.6554, 0.0346], [-0.2172, -0.4486, -0.9728], [0.2263, -0.1640, -0.6228], [-0.0965, -1.1130, 0.0135], [0.3289, -0.2927, -0.1330], [-0.3840, -0.8996, -0.6729], [0.1164, -1.4838, -0.6846], [-0.0720, 0.4873, -0.2770], [-0.0723, 0.4660, -0.6667], [-0.1309, -0.9674, -0.2886], [0.6594, 0.5705, -0.0662], [-1.1290, 1.4396, -0.1814], [-0.8648, 0.5410, 0.1943], [-0.7926, -0.1907, 0.0898], [-0.2282, 0.4998, -0.3965], [0.2060, -0.3975, 0.6839], [-0.3042, -0.5268, -0.0931], [-0.5847, -0.4762, -0.2966], [-0.4026, -0.6419, -0.2341], [-0.1740, -0.3814, 0.1905], [-0.2966, 0.4077, 1.0332], [0.3704, 0.4035, 0.0291], [-0.2857, -1.2217, 0.0185], [0.6760, 0.3948, 0.5505], [0.4507, 0.3195, 1.3040], [-0.4023, -0.3636, -1.0292], [0.6671, 0.2975, 0.1266], [0.1140, 0.5960, -1.0516], [0.8792, 0.0367, -0.2816], [1.4900, 0.1458, 0.5448], [-0.6695, 0.4890, -0.0015], [-0.5170, -0.4191, -0.1945], [0.7775, 0.1395, 0.7270], [1.2343, -0.1314, -1.3055], [0.0863, 0.5275, -0.2997], [-0.1491, 1.0102, -0.0771], [0.6420, 0.4592, -0.9293], [0.1340, 0.0391, -0.0013], [-0.4525, 0.1375, -0.1879], [-0.2719, 0.1208, -0.5966], [-0.1540, 0.1226, 0.1105], [-0.1827, -0.0769, -0.3235], [0.0326, -0.2281, 0.2483], [-0.0660, -0.3266, 0.2588], [0.0553, 0.2243, 0.4445], [0.2202, 0.2663, -0.2779], [-0.6606, 0.2730, -0.0835], [-0.5171, 0.0690, 0.2349], [0.0077, -0.4312, 0.3893], [-0.0059, 0.0764, 0.2314], [0.0378, -0.3578, -0.1256], [-0.1282, 0.6568, 0.0859], [-0.0259, -0.0233, -0.5081], [0.2209, 0.0078, 0.0624], [0.1613, -0.0912, -0.0021], [-0.1761, -0.1125, 0.3272], [0.2468, -0.0560, 0.1415], [-0.2240, 0.0185, -0.1293], [0.0025, 0.1119, 0.1205], [-0.2817, -0.3120, 0.4585], [0.1752, -0.2323, -0.1777], [-0.1829, -0.1792, 0.1170], [0.1333, -0.4410, 0.1453], [-0.2893, -0.0882, -0.2493], [0.0921, 0.1586, 0.2744], [-0.0577, 0.1063, 0.2320], [-0.1463, -0.3104, 0.0517], [-0.1491, -0.1253, 0.2364], [-0.0085, 0.0734, -0.0660], [-0.4729, -0.1099, 0.1986], [-0.2132, 0.0048, -0.3655], [-0.3077, 0.1381, -0.2993], [0.2279, 0.0554, -0.0659], [0.0599, -0.1148, -0.4359], [-0.0333, 0.1463, 0.3565], [0.1451, -0.2918, -0.0874], [-0.2848, -0.1556, 0.4926], [-0.4368, 0.0295, -0.0390], [-0.0912, -0.1347, 0.2576], [0.0810, 0.1336, 0.2191], [-0.0249, 0.1361, 0.0079]]
}

---

{
  "formula": "C36H45BN6O4PPdS",
  "method": "the ωB97M-V functional and the def2-TZVPD basis",
  "orbital_gap_ev": 7.0,
  "lumo_ev": 2.663,
  "mol_weight_g_mol": 806.07,
  "charge": -1,
  "e_tot_ev": -79478.7389,
  "symbols": ["Pd", "S", "P", "O", "O", "O", "O", "N", "N", "N", "N", "N", "N", "C", "C", "C", "C", "C", "C", "C", "C", "C", "C", "C", "C", "C", "C", "C", "C", "C", "C", "C", "C", "C", "C", "C", "C", "C", "C", "C", "C", "C", "C", "C", "C", "C", "C", "C", "C", "B", "H", "H", "H", "H", "H", "H", "H", "H", "H", "H", "H", "H", "H", "H", "H", "H", "H", "H", "H", "H", "H", "H", "H", "H", "H", "H", "H", "H", "H", "H", "H", "H", "H", "H", "H", "H", "H", "H", "H", "H", "H", "H", "H", "H", "H"],
  "coordinates": [[-0.492, -0.632, 0.205], [-0.643, -1.429, 3.392], [2.137, -0.358, -1.504], [-3.186, -1.398, -0.078], [-2.422, -0.741, -2.149], [-0.260, -2.521, 2.539], [0.179, -1.172, 4.557], [-0.887, -0.157, 2.472], [3.379, -1.398, -1.967], [2.938, 0.606, -0.377], [-1.498, 1.869, 0.779], [0.944, -1.152, -0.991], [1.970, 0.628, -2.872], [-2.261, -1.843, 3.998], [-1.907, 4.478, 1.592], [-1.061, 2.811, 4.776], [-1.537, 3.500, 2.547], [-1.021, 1.113, 3.014], [-0.895, 1.478, 4.342], [2.722, 0.636, 2.077], [4.231, 0.845, 2.191], [0.294, 2.934, -3.454], [-1.375, 3.819, 3.918], [2.846, -2.896, -3.867], [4.957, 0.275, 0.973], [3.108, -4.110, -2.982], [1.507, 3.044, -2.542], [-5.573, -1.506, -0.689], [-2.089, 4.134, 0.289], [-3.116, -2.568, 3.174], [0.773, 0.479, -3.699], [3.652, -1.701, -3.363], [2.807, -3.770, -1.527], [-4.800, -2.497, 4.892], [-4.630, -0.697, -3.248], [2.521, 1.978, -2.939], [-0.283, 1.528, -3.367], [-1.350, 2.179, 2.089], [4.368, 0.845, -0.316], [3.601, -2.545, -1.086], [-4.385, -2.891, 3.625], [-5.992, -0.914, -3.012], [2.213, 1.180, 0.750], [-2.666, -1.453, 5.267], [-3.941, -1.781, 5.712], [-4.239, -1.286, -0.935], [-1.867, 2.784, -0.072], [-6.451, -1.308, -1.761], [-3.786, -0.891, -2.183], [-2.035, -1.014, -0.835], [-0.457, 3.691, -3.212], [1.958, 4.039, -2.603], [-1.142, 1.412, -4.030], [-1.978, -0.916, 5.904], [1.750, -3.525, -1.401], [0.369, -0.520, -3.542], [4.842, -0.812, 0.950], [4.612, 0.402, 3.114], [-1.508, 4.838, 4.257], [-0.623, 1.326, -2.349], [1.783, -2.639, -3.828], [3.104, -3.107, -4.910], [-2.775, -2.865, 2.191], [1.211, 2.873, -1.502], [-1.989, 2.468, -1.103], [4.436, 1.922, 2.247], [1.068, 0.576, -4.754], [-5.916, -1.814, 0.289], [3.311, -2.268, -0.073], [3.042, -4.616, -0.874], [2.518, -4.970, -3.311], [-4.254, -0.396, -4.215], [1.145, 0.966, 0.639], [-0.929, 3.022, 5.831], [4.677, -2.770, -1.084], [2.199, 1.130, 2.902], [2.837, 2.171, -3.976], [0.617, 3.130, -4.486], [6.028, 0.495, 1.022], [-7.511, -1.464, -1.610], [2.309, 2.277, 0.732], [4.842, 0.398, -1.189], [-5.053, -3.455, 2.986], [3.449, -0.812, -3.959], [-4.258, -1.484, 6.704], [2.476, -0.429, 2.133], [-5.792, -2.755, 5.243], [-0.623, 0.731, 5.067], [4.165, -4.393, -3.080], [-2.385, 4.857, -0.460], [4.558, 1.931, -0.345], [4.724, -1.932, -3.460], [-6.700, -0.767, -3.817], [-2.050, 5.500, 1.926], [3.411, 2.038, -2.319]],
  "forces_ev_per_angstrom": [[0.2913, 0.1440, 0.9330], [-0.0056, -0.1552, 0.0530], [0.1487, -0.1307, 0.0184], [-0.0262, -0.0312, -0.3822], [-0.1774, -0.0345, -0.2475], [0.0775, -0.0963, -0.0621], [0.0175, -0.0402, 0.0074], [0.0912, 0.5003, -0.1635], [0.2398, 0.0485, -0.2268], [-0.0543, 0.1021, 0.1573], [-0.1780, -0.2485, 0.0365], [-0.4415, -0.2917, -0.7180], [-0.2893, 0.4036, 0.1213], [-0.1260, -0.0915, 0.1833], [0.0182, 0.0991, 0.1661], [0.0587, -0.2483, 0.0673], [-0.0280, 0.2252, 0.0702], [-0.1129, -0.1678, -0.3303], [0.0329, 0.1783, 0.2051], [-0.0112, 0.0226, 0.0677], [-0.0113, 0.0185, -0.0244], [-0.0108, 0.0294, -0.0703], [-0.0487, -0.0064, -0.1999], [-0.0412, 0.0164, -0.0212], [0.0000, -0.0088, 0.0012], [0.0455, -0.0066, 0.0022], [-0.0055, -0.0111, 0.0532], [-0.0856, 0.0110, -0.1271], [0.0513, -0.2836, -0.1238], [0.0119, 0.0807, -0.0108], [0.1150, -0.0642, 0.0534], [0.0388, -0.0293, 0.0302], [-0.0281, -0.0127, 0.0342], [-0.0030, 0.0017, 0.0031], [-0.2224, -0.0461, 0.0393], [0.1828, -0.1902, -0.0525], [-0.0018, -0.0735, 0.0550], [-0.0310, -0.0579, -0.0583], [-0.0479, -0.0002, 0.0429], [0.0049, 0.0464, -0.0047], [-0.0011, 0.0041, -0.0319], [0.0776, 0.0169, 0.0167], [-0.0040, -0.0312, -0.1192], [-0.0493, -0.0567, -0.0894], [0.0241, 0.0141, 0.0087], [0.0096, -0.0962, 0.2444], [0.0480, 0.3175, -0.0318], [0.0192, -0.0049, 0.0361], [0.3578, 0.0210, -0.2265], [-0.0379, 0.2757, 0.5653], [-0.0330, -0.0230, 0.0540], [0.0345, -0.0123, -0.0073], [-0.0583, -0.0255, -0.0440], [0.0439, 0.0062, 0.0262], [0.0051, -0.0178, -0.0093], [-0.0308, -0.0042, 0.0146], [0.0238, 0.0149, 0.0151], [0.0051, -0.0123, -0.0032], [-0.0069, 0.0244, -0.0177], [-0.0463, -0.0195, 0.0353], [-0.0064, -0.0079, -0.0093], [0.0103, 0.0033, -0.0091], [-0.0066, 0.0195, 0.0073], [-0.0214, 0.0304, 0.0037], [-0.0006, -0.0194, -0.0272], [0.0038, 0.0041, 0.0169], [0.0061, -0.0284, -0.0425], [-0.0180, 0.0113, 0.0082], [0.0003, 0.0167, 0.0040], [0.0151, -0.0063, 0.0123], [-0.0227, 0.0044, -0.0035], [0.0087, 0.0178, -0.0107], [0.0824, 0.0989, -0.0318], [-0.0088, -0.0106, 0.0034], [0.0350, -0.0315, -0.0087], [0.0100, -0.0520, -0.0345], [0.0165, -0.0253, -0.0135], [-0.0407, 0.0284, 0.0105], [0.0056, 0.0083, 0.0063], [-0.0103, -0.0052, -0.0013], [0.0417, 0.0125, 0.0116], [-0.0173, -0.0025, 0.0270], [-0.0003, -0.0063, 0.0030], [0.0225, -0.0395, 0.0097], [-0.0044, 0.0107, -0.0006], [0.0265, 0.0095, 0.0010], [-0.0060, -0.0019, -0.0019], [0.0232, 0.0108, 0.0380], [-0.0082, -0.0281, -0.0051], [-0.0056, 0.0042, 0.0022], [0.0288, 0.0139, 0.0066], [0.0166, -0.0097, 0.0066], [-0.0106, -0.0092, -0.0066], [-0.0033, -0.0168, 0.0003], [0.0188, 0.0038, 0.0136]]
}